<i>
The molecule C4H5ClN2, computed with ωB97M-V/def2-TZVPD.

Geometry (Å):
C (0.5724, -0.4916, 0.2779)
C (-0.0471, -1.7024, 0.0782)
C (-0.0524, 0.6512, -0.3016)
C (0.4133, 1.9326, 0.2322)
N (-0.9436, 0.4901, -1.1608)
N (-1.2251, -1.6730, -0.6016)
Cl (-1.9213, -3.0443, -1.3667)
H (1.3470, -0.2712, 1.1434)
H (0.2818, -2.5395, 0.6425)
H (1.2550, 2.3611, -0.3610)
H (-0.3593, 2.6850, 0.2215)
H (0.6792, 1.6020, 1.1962)

The orbital gap (spin up / spin down) comes out at 8.4 / 7.1 eV. The value obtained for the HOMO energy (spin up / spin down) is -8.730 / -8.621 eV.

Electronic structure analysis, Mulliken charges in units of e:
1. C -0.635
2. C -0.056
3. C 1.124
4. C -1.039
5. N -0.557
6. N -0.287
7. Cl -0.076
8. H 0.188
9. H 0.428
10. H 0.241
11. H 0.357
12. H 0.313

=====

<ii>
The molecule C4H5ClN2, computed with ωB97M-V/def2-TZVPD.

Geometry (Å):
Cl (2.4422, -1.1315, 1.3183)
C (1.0079, -0.5071, 0.7185)
C (-0.2500, -1.0171, 0.6209)
C (-1.1936, -0.1105, -0.0785)
N (-0.5877, 0.4800, -1.2367)
N (0.5541, 1.3328, -0.8791)
C (1.2725, 0.7902, -0.0094)
H (-0.5045, -2.1513, 0.8273)
H (-2.0479, -0.7252, -0.3314)
H (-1.5961, 0.6691, 0.6031)
H (-1.2996, 1.1134, -1.6866)
H (2.2027, 1.2574, 0.1337)

Its SMILES is ClC1=CCNN=C1. The orbital gap comes out at 9.4 eV. The value obtained for the HOMO energy is -8.979 eV.

Electronic structure analysis, Mulliken charges in units of e:
1. Cl -0.198
2. C 0.448
3. C -0.353
4. C -0.315
5. N -0.371
6. N -0.491
7. C -0.290
8. H 0.254
9. H 0.348
10. H 0.242
11. H 0.294
12. H 0.432

=====

Computed stability ranking, most favorable first: <ii>, <i>